A structure of composition C39H46CrP2 in a non-equilibrium geometry, computed with wB97M-V/def2-TZVPD.

energy	-3240.48587	hartree
LUMO level (alpha / beta)	0.21 / 0.31	eV
energy relative to the best compared isomer or geometry (same formula, charge and spin)	0.813	eV
HOMO energy (alpha / beta)	-0.1717 / -0.1801	Ha
HOMO-LUMO gap (alpha / beta)	4.89 / 5.21	eV

ORCA input file:
```
! RIJCOSX wB97M-V def2-TZVPD def2/J DEFGRID3
* xyz 0 5
Cr 1.82 -1.73 -0.86
C 5.31 -2.46 -2.58
C 5.18 -1.12 -2.63
C 4.86 -0.33 -3.85
C 3.87 -1.05 -4.82
C 2.67 -1.60 -4.11
C 2.61 -2.78 -3.48
C 3.61 -3.85 -3.91
C 5.10 -3.49 -3.66
C -0.83 0.49 -1.19
H 5.70 -2.89 -1.64
H 5.53 -0.54 -1.76
H 5.79 -0.06 -4.38
H 4.40 0.62 -3.55
H 3.53 -0.30 -5.55
H 4.40 -1.82 -5.40
H 1.76 -1.00 -4.22
H 1.78 -3.03 -2.78
H 3.45 -4.08 -4.99
H 3.38 -4.80 -3.39
H 5.57 -4.43 -3.31
H 5.64 -3.23 -4.60
H -0.36 -0.38 -0.68
H -1.90 0.47 -0.95
H -0.39 1.42 -0.82
P 2.62 0.43 -0.92
P -0.66 0.34 -2.97
C 2.12 1.11 -2.49
C 1.00 0.90 -3.29
C 3.57 1.73 -0.13
C 4.73 2.15 -0.80
C 5.50 3.18 -0.26
C 5.10 3.81 0.93
C 3.92 3.41 1.58
C 3.13 2.39 1.05
C 3.82 -1.32 -0.33
C 3.57 -2.71 -0.73
C 3.76 -3.84 0.05
C 4.35 -3.64 1.29
C 4.73 -2.33 1.67
C 4.46 -1.19 0.90
C -1.92 1.33 -3.79
C -1.86 2.72 -3.57
C -2.64 3.55 -4.36
C -3.53 3.00 -5.29
C -3.70 1.60 -5.38
C -2.91 0.75 -4.60
C -1.00 -1.43 -3.31
C -1.50 -2.25 -2.29
C -1.67 -3.62 -2.49
C -1.37 -4.17 -3.74
C -1.06 -3.33 -4.82
C -0.87 -1.96 -4.61
H 2.85 1.84 -2.88
H 1.14 1.24 -4.33
H 5.00 1.69 -1.76
H 6.40 3.51 -0.77
H 5.68 4.64 1.33
H 3.60 3.93 2.48
H 2.17 2.11 1.49
H 3.39 -2.96 -1.78
H 3.54 -4.83 -0.40
H 4.60 -4.51 1.90
H 5.34 -2.23 2.59
H 4.74 -0.20 1.28
H -1.20 3.10 -2.78
H -2.56 4.63 -4.26
H -4.13 3.65 -5.94
H -4.43 1.17 -6.07
H -3.06 -0.33 -4.59
H -1.78 -1.80 -1.34
H -2.04 -4.23 -1.66
H -1.42 -5.25 -3.87
H -0.97 -3.73 -5.83
H -0.66 -1.29 -5.43
C -0.65 -0.13 2.09
C 0.83 -0.53 1.96
C 1.40 -0.69 3.38
C 1.04 -1.81 1.12
H -1.26 -1.01 2.30
H -1.06 0.33 1.20
H -0.77 0.60 2.91
H 1.37 0.28 1.44
H 0.82 -1.45 3.92
H 2.45 -0.98 3.37
H 1.32 0.26 3.93
H 1.77 -2.44 1.66
H 0.11 -2.38 1.00
*
```

Löwdin population analysis, charges in e, atoms 1 to 8: 0.476 -0.137 -0.128 -0.172 -0.156 -0.102 -0.166 -0.170

***

A structure of composition C39H46IN5OOsPS in a non-equilibrium geometry, computed with wB97M-V/def2-TZVPD.

energy	-2989.79996	hartree
LUMO level (alpha / beta)	-10.15 / -10.22	eV
energy relative to the best compared isomer or geometry (same formula, charge and spin)	1.030	eV
HOMO energy (alpha / beta)	-0.5842 / -0.5842	Ha
HOMO-LUMO gap (alpha / beta)	5.75 / 5.67	eV

ORCA input file:
```
! RIJCOSX wB97M-V def2-TZVPD def2/J DEFGRID3
* xyz 3 1
Os 0.29 -0.50 0.51
C -2.53 1.34 3.50
C -2.02 0.80 2.31
N -0.75 0.46 2.16
C 0.08 0.58 3.22
C -0.36 1.07 4.46
C -1.70 1.48 4.58
C 0.55 1.08 5.55
C 1.79 0.52 5.41
C 2.21 0.02 4.16
C 1.40 0.13 3.05
N 1.71 -0.22 1.72
C 3.00 -0.61 1.30
C 4.21 -0.33 1.91
C 5.40 -0.90 1.43
C 5.41 -1.67 0.29
C 4.21 -1.83 -0.45
C 4.16 -2.46 -1.71
C 2.95 -2.54 -2.36
C 1.81 -2.02 -1.75
N 1.83 -1.42 -0.57
C 3.02 -1.32 0.08
H -3.58 1.62 3.55
H -2.67 0.67 1.46
H -2.06 1.88 5.52
H 0.23 1.49 6.50
H 2.46 0.47 6.25
H 3.16 -0.49 4.12
H 4.26 0.36 2.74
H 6.32 -0.74 1.98
H 6.32 -2.11 -0.07
H 5.06 -2.84 -2.16
H 2.87 -2.99 -3.34
H 0.85 -2.09 -2.22
I 0.55 -5.01 4.79
C -0.28 -3.67 3.48
C -1.58 -3.21 3.44
N -1.67 -2.33 2.42
N -0.49 -2.20 1.79
C 0.36 -3.00 2.42
H -2.43 -3.46 4.06
H -2.48 -1.83 2.12
H 1.38 -3.11 2.10
O -1.02 -1.66 -0.84
S -2.30 -2.10 -1.56
C -1.78 -2.85 -3.14
C -2.45 -4.23 -3.18
C -2.29 -4.80 -1.78
C -2.77 -3.71 -0.83
H -0.70 -2.93 -3.13
H -2.09 -2.19 -3.94
H -1.98 -4.86 -3.94
H -3.50 -4.13 -3.43
H -1.24 -5.04 -1.58
H -2.87 -5.71 -1.65
H -2.35 -3.76 0.17
H -3.86 -3.69 -0.78
C -0.37 4.65 -0.96
C 0.07 3.45 -0.12
C 1.56 3.52 0.23
C -0.77 3.43 1.16
P -0.22 1.79 -0.99
C -1.95 1.83 -1.54
C -2.85 0.91 -1.02
C -4.19 0.90 -1.42
C -4.64 1.83 -2.34
C -3.75 2.76 -2.87
C -2.42 2.76 -2.48
C 0.83 1.64 -2.56
C 2.26 1.25 -2.13
C 0.91 2.85 -3.48
C 0.15 0.48 -3.31
H -0.07 5.55 -0.42
H -1.44 4.69 -1.09
H 0.12 4.69 -1.93
H 1.73 4.36 0.91
H 2.17 3.69 -0.65
H 1.90 2.61 0.73
H -0.73 4.41 1.63
H -0.38 2.71 1.87
H -1.82 3.20 0.96
H -2.49 0.18 -0.32
H -4.87 0.17 -1.00
H -5.67 1.83 -2.65
H -4.10 3.49 -3.58
H -1.76 3.50 -2.91
H 2.88 2.14 -2.01
H 2.72 0.63 -2.90
H 2.28 0.71 -1.19
H 1.44 3.68 -3.02
H -0.06 3.19 -3.84
H 1.49 2.56 -4.36
H -0.04 -0.36 -2.65
H 0.80 0.15 -4.13
H -0.80 0.79 -3.74
*
```

Löwdin population analysis, charges in e, atoms 1 to 8: 1.426 0.005 -0.130 -0.065 -0.182 -0.119 0.059 0.041

***

A structure of composition C39H46OP2Sn in a non-equilibrium geometry, computed with wB97M-V/def2-TZVPD.

energy	-2484.99102	hartree
LUMO level (alpha / beta)	-7.48 / -7.64	eV
energy relative to the best compared isomer or geometry (same formula, charge and spin)	4.386	eV
HOMO energy (alpha / beta)	-0.4734 / -0.4576	Ha
HOMO-LUMO gap (alpha / beta)	5.41 / 4.82	eV

ORCA input file:
```
! RIJCOSX wB97M-V def2-TZVPD def2/J DEFGRID3
* xyz 2 1
Sn -0.04 1.72 -0.96
C 1.21 3.09 -4.69
C 2.34 2.74 -3.97
C 3.25 3.84 -3.42
C 2.54 4.75 -2.39
C 1.26 4.28 -1.76
C 0.02 4.15 -2.30
C -0.36 4.80 -3.60
C 0.55 4.40 -4.77
C -0.31 1.46 1.41
H 0.88 2.35 -5.45
H 2.93 1.89 -4.41
H 3.64 4.47 -4.24
H 4.15 3.38 -2.96
H 3.29 4.96 -1.59
H 2.32 5.71 -2.89
H 1.33 4.43 -0.69
H -0.87 3.84 -1.73
H -0.32 5.91 -3.49
H -1.41 4.56 -3.81
H -0.06 4.43 -5.70
H 1.31 5.17 -4.87
H -1.25 0.88 1.41
H -0.51 2.33 2.07
H 0.45 0.81 1.84
P 2.15 1.03 -2.40
P 1.24 3.13 1.24
C 3.01 1.83 -0.91
C 2.72 2.51 0.26
C 3.02 -0.58 -2.35
C 4.35 -0.63 -2.79
C 5.01 -1.86 -2.82
C 4.35 -3.02 -2.38
C 3.03 -2.97 -1.91
C 2.34 -1.75 -1.93
C 0.82 0.37 -3.74
C -0.52 0.74 -3.75
C -1.30 0.57 -4.89
C -0.74 -0.04 -6.03
C 0.61 -0.41 -6.02
C 1.37 -0.26 -4.86
C 1.84 3.20 2.95
C 2.73 2.21 3.41
C 3.16 2.23 4.73
C 2.61 3.17 5.63
C 1.67 4.11 5.19
C 1.29 4.13 3.85
C -0.01 4.53 1.07
C -1.34 4.31 0.63
C -2.20 5.38 0.34
C -1.81 6.70 0.62
C -0.52 6.91 1.11
C 0.40 5.87 1.23
H 4.08 1.56 -1.04
H 3.64 2.77 0.83
H 4.85 0.28 -3.13
H 6.03 -1.91 -3.21
H 4.86 -3.99 -2.46
H 2.53 -3.87 -1.54
H 1.28 -1.66 -1.67
H -1.02 1.17 -2.86
H -2.35 0.89 -4.86
H -1.36 -0.19 -6.91
H 1.07 -0.86 -6.90
H 2.39 -0.64 -4.84
H 3.02 1.43 2.72
H 3.92 1.53 5.09
H 2.89 3.16 6.69
H 1.21 4.82 5.89
H 0.54 4.83 3.51
H -1.76 3.30 0.51
H -3.20 5.17 -0.02
H -2.54 7.53 0.52
H -0.27 7.92 1.47
H 1.44 6.09 1.49
C -1.01 -2.68 -1.48
C -0.81 -1.66 -0.36
C -2.18 -1.55 0.31
C 0.18 -2.14 0.69
O -0.38 -0.43 -0.89
H -1.25 -3.64 -1.00
H -0.16 -2.82 -2.14
H -1.87 -2.42 -2.11
H -2.51 -2.53 0.67
H -2.14 -0.89 1.17
H -2.92 -1.20 -0.43
H 1.12 -2.46 0.25
H 0.39 -1.37 1.43
H -0.24 -2.99 1.25
*
```

Löwdin population analysis, charges in e, atoms 1 to 8: 1.363 -0.045 -0.247 -0.168 -0.155 -0.206 -0.205 -0.141

***

A structure of composition C39H47HfN11O5S in a non-equilibrium geometry, computed with wB97M-V/def2-TZVPD.

energy	-2938.77758	hartree
LUMO level	-5.33	eV
energy relative to the best compared isomer or geometry (same formula, charge and spin)	0.000	eV
HOMO energy	-0.4744	Ha
HOMO-LUMO gap	7.58	eV

ORCA input file:
```
! RIJCOSX wB97M-V def2-TZVPD def2/J DEFGRID3
* xyz 2 1
Hf 0.08 0.13 0.11
C -4.90 0.16 2.70
O -4.01 0.39 3.80
C -3.82 -0.66 4.65
C -4.24 -0.55 5.97
C -4.02 -1.58 6.86
C -3.36 -2.74 6.46
C -2.91 -2.85 5.15
C -3.13 -1.81 4.26
N -2.64 -1.90 2.92
C -1.70 -1.09 2.42
N -1.07 -0.29 3.31
C -0.45 0.98 3.14
C 0.10 1.44 1.96
C 0.58 2.76 1.98
C 0.57 3.54 3.12
C 0.07 3.02 4.32
C -0.44 1.74 4.33
O -0.97 1.11 5.41
C -1.16 1.80 6.65
N -1.37 -1.13 1.12
C -1.90 -2.24 0.36
C -2.80 -2.02 -0.67
C -3.27 -3.08 -1.44
C -2.84 -4.37 -1.14
C -1.94 -4.60 -0.11
C -1.46 -3.54 0.64
O -0.54 -3.66 1.64
C -0.07 -4.98 1.93
H -5.40 1.10 2.49
H -5.65 -0.59 2.97
H -4.35 -0.17 1.81
H -4.77 0.35 6.27
H -4.37 -1.49 7.88
H -3.20 -3.55 7.16
H -2.38 -3.72 4.82
H -3.01 -2.60 2.29
H -1.40 -0.41 4.26
H 1.00 3.21 1.09
H 0.97 4.54 3.11
H 0.11 3.62 5.22
H -1.31 2.86 6.50
H -0.30 1.62 7.30
H -2.06 1.37 7.09
H -3.14 -1.02 -0.88
H -3.97 -2.90 -2.24
H -3.20 -5.21 -1.73
H -1.60 -5.61 0.08
H 0.63 -4.87 2.75
H 0.44 -5.40 1.06
H -0.89 -5.62 2.23
N 1.45 -1.32 1.49
C 2.05 -2.43 0.72
C 1.28 -2.61 -0.58
O 1.16 -3.64 -1.17
O 0.74 -1.44 -0.97
H 2.12 -0.90 2.12
H 0.73 -1.73 2.09
H 2.06 -3.37 1.27
H 3.09 -2.18 0.48
C -2.67 4.01 1.60
N -1.85 3.98 0.39
C -1.10 5.03 -0.11
C -0.42 4.57 -1.18
N -0.76 3.23 -1.32
C -1.66 2.88 -0.35
S -2.36 1.36 -0.13
C -0.44 2.40 -2.42
C -0.47 2.93 -3.69
C -0.15 2.11 -4.76
C 0.17 0.78 -4.51
C 0.17 0.33 -3.20
N -0.10 1.13 -2.15
H -2.47 4.95 2.11
H -2.38 3.18 2.24
H -3.72 3.94 1.35
H -1.11 6.00 0.36
H 0.28 5.06 -1.83
H -0.77 3.96 -3.84
H -0.16 2.49 -5.77
H 0.40 0.09 -5.30
H 0.40 -0.70 -2.96
C 3.34 1.18 0.74
N 2.46 1.08 -0.48
C 2.51 2.44 -1.14
N 3.85 2.89 -1.43
C 4.62 2.94 -0.18
N 4.69 1.62 0.44
C 5.29 0.68 -0.50
N 4.52 0.60 -1.75
C 3.18 0.16 -1.44
C 4.48 1.93 -2.34
H 3.41 0.18 1.18
H 2.87 1.86 1.45
H 2.01 3.16 -0.49
H 1.98 2.37 -2.09
H 4.16 3.64 0.51
H 5.63 3.28 -0.40
H 5.34 -0.31 -0.05
H 6.31 1.00 -0.73
H 3.22 -0.83 -1.01
H 2.60 0.11 -2.36
H 3.90 1.90 -3.27
H 5.49 2.26 -2.57
*
```

Löwdin population analysis, charges in e, atoms 1 to 8: 1.631 -0.039 -0.095 -0.261 0.011 -0.049 -0.057 0.002

***

A cluster of 2 separate species, C39H47N5O in total in a non-equilibrium geometry, computed with wB97M-V/def2-TZVPD.

energy	-1863.11108	hartree
LUMO level	0.04	eV
HOMO energy	-0.2203	Ha
HOMO-LUMO gap	6.03	eV

ORCA input file:
```
! RIJCOSX wB97M-V def2-TZVPD def2/J DEFGRID3
* xyz 0 1
C 6.03 -7.78 2.07
O 6.18 -6.42 1.60
C 5.09 -5.61 1.48
C 5.31 -4.26 1.08
C 4.25 -3.37 0.98
C 2.92 -3.75 1.37
C 1.84 -2.78 1.53
C 1.03 -2.99 2.63
C -0.18 -2.33 2.91
N -1.20 -1.81 3.12
C 1.41 -3.88 3.70
N 1.70 -4.57 4.60
C 2.71 -5.15 1.63
C 3.76 -6.04 1.71
H 7.03 -8.22 2.07
H 5.64 -7.84 3.09
H 5.39 -8.35 1.38
H 6.34 -3.98 0.89
H 4.45 -2.32 0.72
H 1.85 -1.80 0.91
H 1.71 -5.56 1.83
H 3.61 -7.09 1.99
C -2.68 -2.78 -1.47
C -2.73 -1.27 -1.68
C -4.16 -0.79 -1.97
C -1.76 -0.82 -2.77
C -2.01 -1.22 -4.09
C -1.33 -0.65 -5.17
C -0.36 0.33 -4.92
C -0.06 0.72 -3.61
C 0.92 1.85 -3.35
C 0.97 2.90 -4.46
C 2.32 1.31 -3.05
C -0.67 0.04 -2.53
N -0.40 0.50 -1.18
N -0.89 1.73 -0.89
N -0.71 1.88 0.43
C -1.37 2.97 1.13
C -2.55 2.71 1.85
C -3.31 1.39 1.72
C -4.75 1.62 1.22
C -3.33 0.61 3.02
C -3.09 3.73 2.64
C -2.51 5.00 2.66
C -1.44 5.28 1.82
C -0.86 4.28 1.03
C 0.31 4.62 0.10
C 1.62 4.71 0.88
C 0.08 5.89 -0.73
C 0.03 0.84 0.94
C 0.52 0.92 2.32
C 0.19 -0.09 -0.04
C 0.73 -1.47 0.03
H -1.67 -3.09 -1.19
H -3.36 -3.10 -0.67
H -2.96 -3.30 -2.40
H -2.41 -0.79 -0.75
H -4.19 0.30 -2.11
H -4.55 -1.25 -2.89
H -4.83 -1.04 -1.15
H -2.83 -1.91 -4.26
H -1.60 -0.93 -6.20
H 0.12 0.84 -5.76
H 0.54 2.36 -2.45
H -0.04 3.27 -4.69
H 1.57 3.76 -4.13
H 1.41 2.50 -5.38
H 2.29 0.59 -2.23
H 2.72 0.81 -3.95
H 3.01 2.13 -2.77
H -2.77 0.81 0.96
H -4.74 2.18 0.28
H -5.24 0.65 1.05
H -5.32 2.19 1.96
H -2.35 0.17 3.25
H -3.65 1.24 3.86
H -4.03 -0.23 2.93
H -3.96 3.51 3.27
H -2.92 5.78 3.31
H -0.99 6.27 1.81
H 0.37 3.77 -0.60
H 1.81 3.79 1.44
H 2.45 4.87 0.19
H 1.60 5.54 1.60
H -0.85 5.80 -1.31
H 0.00 6.78 -0.09
H 0.91 6.02 -1.43
H 1.33 0.18 2.45
H 0.93 1.92 2.52
H -0.30 0.70 3.03
H -0.06 -2.14 0.40
H 0.96 -1.80 -1.01
*
```

Löwdin population analysis, charges in e, atoms 1 to 8: -0.059 -0.092 -0.255 -0.012 -0.009 -0.195 -0.040 -0.242

***

Copy entry 2 word for word.
A structure of composition C39H46IN5OOsPS in a non-equilibrium geometry, computed with wB97M-V/def2-TZVPD.

energy	-2989.79996	hartree
LUMO level (alpha / beta)	-10.15 / -10.22	eV
energy relative to the best compared isomer or geometry (same formula, charge and spin)	1.030	eV
HOMO energy (alpha / beta)	-0.5842 / -0.5842	Ha
HOMO-LUMO gap (alpha / beta)	5.75 / 5.67	eV

ORCA input file:
```
! RIJCOSX wB97M-V def2-TZVPD def2/J DEFGRID3
* xyz 3 1
Os 0.29 -0.50 0.51
C -2.53 1.34 3.50
C -2.02 0.80 2.31
N -0.75 0.46 2.16
C 0.08 0.58 3.22
C -0.36 1.07 4.46
C -1.70 1.48 4.58
C 0.55 1.08 5.55
C 1.79 0.52 5.41
C 2.21 0.02 4.16
C 1.40 0.13 3.05
N 1.71 -0.22 1.72
C 3.00 -0.61 1.30
C 4.21 -0.33 1.91
C 5.40 -0.90 1.43
C 5.41 -1.67 0.29
C 4.21 -1.83 -0.45
C 4.16 -2.46 -1.71
C 2.95 -2.54 -2.36
C 1.81 -2.02 -1.75
N 1.83 -1.42 -0.57
C 3.02 -1.32 0.08
H -3.58 1.62 3.55
H -2.67 0.67 1.46
H -2.06 1.88 5.52
H 0.23 1.49 6.50
H 2.46 0.47 6.25
H 3.16 -0.49 4.12
H 4.26 0.36 2.74
H 6.32 -0.74 1.98
H 6.32 -2.11 -0.07
H 5.06 -2.84 -2.16
H 2.87 -2.99 -3.34
H 0.85 -2.09 -2.22
I 0.55 -5.01 4.79
C -0.28 -3.67 3.48
C -1.58 -3.21 3.44
N -1.67 -2.33 2.42
N -0.49 -2.20 1.79
C 0.36 -3.00 2.42
H -2.43 -3.46 4.06
H -2.48 -1.83 2.12
H 1.38 -3.11 2.10
O -1.02 -1.66 -0.84
S -2.30 -2.10 -1.56
C -1.78 -2.85 -3.14
C -2.45 -4.23 -3.18
C -2.29 -4.80 -1.78
C -2.77 -3.71 -0.83
H -0.70 -2.93 -3.13
H -2.09 -2.19 -3.94
H -1.98 -4.86 -3.94
H -3.50 -4.13 -3.43
H -1.24 -5.04 -1.58
H -2.87 -5.71 -1.65
H -2.35 -3.76 0.17
H -3.86 -3.69 -0.78
C -0.37 4.65 -0.96
C 0.07 3.45 -0.12
C 1.56 3.52 0.23
C -0.77 3.43 1.16
P -0.22 1.79 -0.99
C -1.95 1.83 -1.54
C -2.85 0.91 -1.02
C -4.19 0.90 -1.42
C -4.64 1.83 -2.34
C -3.75 2.76 -2.87
C -2.42 2.76 -2.48
C 0.83 1.64 -2.56
C 2.26 1.25 -2.13
C 0.91 2.85 -3.48
C 0.15 0.48 -3.31
H -0.07 5.55 -0.42
H -1.44 4.69 -1.09
H 0.12 4.69 -1.93
H 1.73 4.36 0.91
H 2.17 3.69 -0.65
H 1.90 2.61 0.73
H -0.73 4.41 1.63
H -0.38 2.71 1.87
H -1.82 3.20 0.96
H -2.49 0.18 -0.32
H -4.87 0.17 -1.00
H -5.67 1.83 -2.65
H -4.10 3.49 -3.58
H -1.76 3.50 -2.91
H 2.88 2.14 -2.01
H 2.72 0.63 -2.90
H 2.28 0.71 -1.19
H 1.44 3.68 -3.02
H -0.06 3.19 -3.84
H 1.49 2.56 -4.36
H -0.04 -0.36 -2.65
H 0.80 0.15 -4.13
H -0.80 0.79 -3.74
*
```

Löwdin population analysis, charges in e, atoms 1 to 8: 1.426 0.005 -0.130 -0.065 -0.182 -0.119 0.059 0.041